1.
Density functional theory data (the ωB97M-V functional and the def2-TZVPD basis) for a structure of composition C40H39FI2N6O5Re.

Output
LUMO level (spin up / spin down) ... -0.456 / -0.449 Eh
2S+1 ... 2
Molar mass ... 1142.80 g/mol
Relative energy (zero: lowest compared OMol25 entry of this formula, charge and spin) ... 50.71 kcal/mol
E_HOMO (spin up / spin down) ... -17.14 / -17.14 eV
HOMO-LUMO gap (spin up / spin down) ... 4.74 / 4.92 eV
Total charge ... +4

CARTESIAN COORDINATES (ANGSTROEM)
Re1 1.212 1.241 1.896
I1 -0.290 4.103 -1.173
I2 2.742 2.151 -0.864
F1 -2.110 1.229 -4.203
O1 1.361 -0.699 2.070
O2 -1.569 4.348 2.217
O3 -0.047 0.571 0.211
O4 4.740 2.203 4.045
O5 0.967 -2.851 2.377
N1 -3.302 -1.245 -4.993
N2 3.116 1.144 2.944
N3 1.768 3.254 2.467
N4 -3.612 -2.120 -7.611
N5 -1.503 -3.121 -0.889
N6 -0.489 2.410 2.009
C1 -2.030 0.140 -3.423
C2 6.038 -0.463 0.233
C3 -1.890 2.009 2.144
C4 -1.975 1.873 4.675
C5 0.774 -1.831 1.769
C6 4.994 0.818 4.314
C7 4.776 -0.609 2.282
C8 -2.620 3.373 2.123
C9 -0.726 -2.983 0.181
C10 -2.612 -1.096 -3.822
C11 -1.984 -0.904 4.573
C12 -1.956 -0.170 3.400
C13 -1.176 -0.782 -1.356
C14 -4.041 -3.038 -6.506
C15 -2.017 1.137 5.846
C16 -0.416 -0.602 -0.139
C17 2.492 5.841 3.201
C18 0.878 4.268 2.395
C19 -2.401 -2.164 -2.940
C20 -1.108 -5.296 -1.993
C21 -3.257 -0.237 -6.048
C22 5.290 -1.895 2.500
C23 -1.370 0.291 -2.237
C24 -2.060 -4.446 -1.155
C25 1.560 3.509 -2.064
C26 -4.325 -2.241 -5.222
C27 -2.026 -0.253 5.799
C28 3.668 2.264 3.319
C29 3.990 0.058 3.391
C30 -0.439 3.718 2.144
C31 -0.150 -1.793 0.582
C32 -1.706 -2.046 -1.730
C33 3.373 4.781 3.396
C34 6.198 -2.438 1.611
C35 1.214 5.579 2.724
C36 -3.970 -0.712 -7.313
C37 2.968 3.503 3.026
C38 5.147 0.093 1.133
C39 6.588 -1.721 0.483
C40 -1.970 1.224 3.441
H1 4.999 -2.449 3.380
H2 -3.031 -4.341 -1.639
H3 4.822 0.647 5.380
H4 -0.869 -4.822 -2.941
H5 -2.226 -4.940 -0.196
H6 0.474 6.359 2.618
H7 -2.183 1.376 1.301
H8 2.784 6.848 3.462
H9 -1.994 -1.981 4.535
H10 1.335 3.007 -3.002
H11 -0.984 1.262 -1.973
H12 -2.209 -0.013 -6.273
H13 4.343 4.923 3.845
H14 -2.071 -0.824 6.712
H15 -5.055 -0.647 -7.214
H16 3.393 -0.685 3.929
H17 -5.297 -1.739 -5.302
H18 -2.595 -2.189 -7.750
H19 -3.676 -0.070 -8.143
H20 -0.182 -5.476 -1.453
H21 6.621 -3.410 1.803
H22 -3.739 0.698 -5.739
H23 6.040 0.607 4.074
H24 -1.963 -0.677 2.444
H25 -4.952 -3.566 -6.798
H26 -1.956 2.951 4.731
H27 -2.759 -3.135 -3.232
H28 -4.407 -2.937 -4.389
H29 -3.258 -3.779 -6.336
H30 -2.049 1.644 6.797
H31 4.754 1.086 0.951
H32 -0.540 -3.863 0.786
H33 -1.571 -6.258 -2.192
H34 -3.300 3.527 2.966
H35 -4.046 -2.408 -8.498
H36 6.326 0.085 -0.651
H37 2.162 4.398 -2.228
H38 -3.165 3.550 1.191
H39 7.319 -2.134 -0.194

These are the Löwdin partial charges, in e, on atoms 1 to 8: number 1, Re, carries 1.686; number 2, I, carries 0.949; number 3, I, carries 1.020; number 4, F, carries 0.082; number 5, O, carries -0.170; number 6, O, carries 0.089; number 7, O, carries -0.233; number 8, O, carries 0.118


2.
Density functional theory data (the ωB97M-V functional and the def2-TZVPD basis) for a cluster of 2 separate species, C40H40BF3O4 in total.

Output
LUMO level ... -0.146 Eh
Molar mass ... 652.56 g/mol
Relative energy (zero: lowest compared OMol25 entry of this formula, charge and spin) ... 37.88 kcal/mol
E_HOMO ... -6.33 eV
HOMO-LUMO gap ... 2.36 eV
Total charge ... 0

CARTESIAN COORDINATES (ANGSTROEM)
F1 -2.049 -3.770 -0.059
F2 -2.348 -4.813 1.872
F3 -3.878 -3.389 1.136
O1 1.498 0.901 3.566
O2 3.768 2.527 -5.389
O3 0.157 0.417 5.551
O4 -3.841 -4.233 -3.054
C1 3.416 -1.482 5.785
C2 4.867 2.896 -8.915
C3 -3.246 -0.657 -3.395
C4 -0.259 -0.767 1.984
C5 1.046 -0.593 5.929
C6 -3.086 -5.416 -3.119
C7 -2.209 -2.258 3.229
C8 -1.580 -1.239 3.911
C9 -1.959 -0.571 -3.967
C10 2.491 -0.302 5.443
C11 -1.846 -2.993 -3.891
C12 -3.137 -3.066 -3.335
C13 -3.186 2.019 3.350
C14 -3.804 -1.859 -3.076
C15 -0.013 3.259 4.446
C16 4.247 2.208 -6.690
C17 3.004 0.980 6.099
C18 -1.474 0.716 -4.312
C19 0.084 2.422 -5.084
C20 -2.474 1.807 5.616
C21 4.431 3.208 -7.648
C22 2.470 2.074 -5.033
C23 5.140 1.584 -9.252
C24 -0.730 2.082 3.837
C25 1.351 2.866 -5.332
C26 -0.889 -1.785 1.303
C27 2.252 0.839 -4.402
C28 0.985 0.387 -4.156
C29 -1.274 -1.787 -4.200
C30 -1.864 -2.537 1.924
C31 2.412 -0.099 3.907
C32 4.970 0.582 -8.317
C33 -0.602 -0.501 3.289
C34 -0.147 1.142 -4.534
C35 -3.788 1.719 6.024
C36 -2.155 1.964 4.277
C37 4.524 0.887 -7.051
C38 -2.559 -3.668 1.187
C39 -4.501 1.921 3.755
C40 -4.803 1.776 5.093
B1 0.115 0.696 4.087
H1 -4.020 1.605 7.071
H2 -0.320 -1.775 -4.694
H3 -1.316 -3.903 -4.112
H4 1.520 3.840 -5.755
H5 0.048 3.153 5.528
H6 -5.293 1.957 3.025
H7 -2.230 1.474 -4.418
H8 -5.831 1.700 5.409
H9 -2.760 -5.606 -4.144
H10 3.064 -2.404 5.323
H11 0.681 -1.539 5.516
H12 2.350 1.817 5.854
H13 4.987 3.674 -9.651
H14 3.460 -1.640 6.863
H15 3.035 0.878 7.184
H16 2.109 -1.024 3.407
H17 4.398 0.113 -6.315
H18 -3.787 0.251 -3.195
H19 -0.757 3.052 -5.318
H20 1.004 3.340 4.064
H21 -3.723 -6.240 -2.793
H22 4.009 1.220 5.751
H23 4.219 4.227 -7.378
H24 1.009 -0.674 7.020
H25 -0.631 -2.009 0.283
H26 -0.677 2.112 2.742
H27 -1.680 1.740 6.340
H28 0.505 -0.180 1.504
H29 4.431 -1.295 5.434
H30 5.182 -0.441 -8.580
H31 3.385 0.194 3.501
H32 -0.540 4.190 4.231
H33 -4.781 -1.915 -2.629
H34 -2.233 -5.337 -2.442
H35 5.476 1.341 -10.247
H36 -1.848 -1.011 4.928
H37 -2.973 -2.847 3.704
H38 3.105 0.261 -4.095
H39 0.847 -0.527 -3.609
H40 -2.953 2.134 2.306

These are the Löwdin partial charges, in e, on atoms 1 to 8: number 1, F, carries 0.101; number 2, F, carries 0.135; number 3, F, carries 0.130; number 4, O, carries -0.039; number 5, O, carries 0.011; number 6, O, carries -0.039; number 7, O, carries -0.041; number 8, C, carries -0.053


3.
Density functional theory data (the ωB97M-V functional and the def2-TZVPD basis) for a structure of composition C40H40BrFIrN8O3.

Output
LUMO level (spin up / spin down) ... -0.357 / -0.439 Eh
2S+1 ... 2
Molar mass ... 971.93 g/mol
Relative energy (zero: lowest compared OMol25 entry of this formula, charge and spin) ... 26.22 kcal/mol
E_HOMO (spin up / spin down) ... -17.51 / -17.51 eV
HOMO-LUMO gap (spin up / spin down) ... 7.79 / 5.56 eV
Total charge ... +4

CARTESIAN COORDINATES (ANGSTROEM)
Ir1 2.549 -0.330 -0.035
Br1 2.684 -0.855 -6.791
F1 -3.897 -2.753 -0.256
O1 1.615 3.454 0.471
O2 2.106 1.585 -0.659
O3 0.454 -0.391 0.065
N1 3.764 1.553 1.218
N2 2.177 -2.387 0.190
N3 -5.946 -0.800 -0.130
N4 2.603 -0.589 2.085
N5 -2.432 2.529 0.027
N6 2.573 -0.469 -2.155
N7 -8.412 -0.879 -1.217
N8 4.579 -0.677 0.107
C1 1.422 -4.039 1.746
C2 -0.432 0.550 -0.027
C3 2.631 -0.710 -4.943
C4 1.877 -4.653 -0.509
C5 -6.929 0.033 0.552
C6 3.613 2.819 3.213
C7 -6.446 -2.153 -0.421
C8 -7.970 -2.139 -0.531
C9 -4.600 -0.474 -0.134
C10 3.548 -1.395 -4.146
C11 7.263 -1.115 0.613
C12 5.508 -0.397 -0.827
C13 -1.823 0.197 -0.100
C14 -2.815 1.194 -0.053
C15 2.205 -3.336 -0.761
C16 -1.142 2.847 0.086
C17 1.501 -5.024 0.771
C18 -4.172 0.849 -0.073
C19 -0.126 1.917 0.030
C20 6.315 -1.321 1.600
C21 -2.246 -1.141 -0.185
C22 -3.435 3.589 0.127
C23 1.284 2.392 0.015
C24 -3.204 4.880 -0.596
C25 3.479 -1.251 -2.783
C26 1.742 -2.737 1.424
C27 4.983 -1.066 1.329
C28 3.965 -1.142 2.435
C29 -8.099 0.347 -0.379
C30 4.463 3.768 2.665
C31 1.685 0.176 -2.933
C32 2.328 0.645 2.873
C33 6.850 -0.611 -0.614
C34 -4.255 3.932 -1.083
C35 -3.568 -1.454 -0.204
C36 1.682 0.081 -4.308
C37 4.947 3.589 1.376
C38 1.586 -1.618 2.401
C39 4.563 2.465 0.672
C40 3.281 1.720 2.442
H1 1.291 0.937 2.692
H2 -7.943 -0.806 -2.122
H3 8.310 -1.308 0.808
H4 -3.897 3.621 1.105
H5 -8.318 -2.992 -1.109
H6 3.214 2.929 4.212
H7 4.357 -0.585 3.288
H8 -8.994 0.600 0.185
H9 -8.468 -2.155 0.436
H10 1.267 -6.054 1.007
H11 -9.413 -0.918 -1.418
H12 7.557 -0.376 -1.397
H13 -7.875 1.155 -1.071
H14 0.599 -1.173 2.285
H15 1.926 -5.370 -1.316
H16 0.966 0.797 -2.428
H17 4.191 -1.774 -2.163
H18 4.886 2.295 -0.348
H19 5.604 4.314 0.917
H20 4.308 -2.028 -4.582
H21 1.113 -4.275 2.756
H22 5.154 0.024 -1.756
H23 -3.509 5.782 -0.087
H24 -2.317 4.985 -1.206
H25 -0.906 3.898 0.183
H26 -6.018 -2.499 -1.361
H27 -7.284 -0.475 1.453
H28 -6.187 -2.879 0.352
H29 2.479 -3.037 -1.756
H30 -4.896 1.647 -0.067
H31 0.946 0.632 -4.876
H32 -4.041 3.393 -1.997
H33 1.697 -1.965 3.430
H34 -6.494 0.968 0.888
H35 -1.521 -1.942 -0.221
H36 3.852 -2.176 2.762
H37 -5.294 4.188 -0.930
H38 2.435 0.423 3.938
H39 6.603 -1.650 2.590
H40 4.743 4.643 3.237

These are the Löwdin partial charges, in e, on atoms 1 to 8: number 1, Ir, carries 1.661; number 2, Br, carries 0.934; number 3, F, carries 0.091; number 4, O, carries 0.160; number 5, O, carries -0.210; number 6, O, carries -0.162; number 7, N, carries 0.050; number 8, N, carries -0.015